Formula: C2H7NO4P
Source: the OMol25 dataset
Level of theory: ωB97M-V/def2-TZVPD

Each line ends with the Mulliken charge.
CARTESIAN COORDINATES (ANGSTROEM)
C  -0.97695  -1.32288  1.11181  -1.2567
C  0.17485  -0.33236  0.09845  0.6699
N  1.32383  -0.15384  0.91660  -0.7082
O  -1.42350  0.85559  -1.70912  -0.7784
O  -0.90412  2.30179  0.37931  -0.7636
O  0.97368  1.69011  -1.26421  -0.5740
O  0.43432  -1.13755  -1.02547  -0.5541
P  -0.51565  1.24575  -0.58857  0.7838
H  -1.96232  -1.14113  0.71074  0.3197
H  -0.65784  -2.34558  1.00120  0.3540
H  -0.87836  -0.94579  2.11870  0.3387
H  1.81172  -1.04489  1.00424  0.2293
H  0.82426  2.60221  -1.50545  0.2818
H  1.93971  0.50844  0.45344  0.3110
H  -0.16363  -0.77988  -1.70166  0.3467

Its SMILES is C[C@@](N)(O)[P@@](=O)([O-])O. The value obtained for the relative energy (zero: lowest compared OMol25 entry of this formula, charge and spin) is 1.1 kcal per mole. The charge is -1. The HOMO-LUMO gap comes out at 9.285 eV.